[1]
Below is the ion C16H18NO3 with charge +1, with properties calculated with ωB97M-V with the def2-TZVPD basis set.

Cartesian coordinates (Å):
C: -4.117 1.244 -0.458
C: -2.931 2.014 -1.252
O: -2.190 2.811 -0.610
O: -2.779 1.725 -2.642
C: -1.556 0.993 -2.911
C: -1.442 -0.410 -2.075
C: -0.393 -0.135 -0.893
C: 0.111 -1.447 -0.129
C: -0.524 -2.847 -0.345
C: 0.002 -4.059 0.476
C: 1.178 -3.769 1.482
C: 1.756 -2.324 1.630
O: 2.818 -1.978 2.511
N: 1.201 -1.254 0.838
C: 1.733 0.140 1.018
C: 1.107 0.995 2.178
C: 1.549 2.468 2.431
C: 2.622 3.073 1.495
C: 3.257 2.209 0.340
C: 2.833 0.728 0.064
H: -5.087 1.817 -0.719
H: -3.920 1.209 0.664
H: -4.242 0.169 -0.835
H: -0.689 1.676 -2.556
H: -1.359 0.784 -4.014
H: -2.490 -0.717 -1.705
H: -1.113 -1.252 -2.797
H: 0.540 0.336 -1.392
H: -0.815 0.568 -0.075
H: -1.378 -3.056 -1.086
H: -0.446 -5.111 0.341
H: 1.591 -4.622 2.110
H: 3.592 -2.564 2.294
H: 0.285 0.543 2.847
H: 1.023 3.031 3.275
H: 2.947 4.155 1.626
H: 4.041 2.734 -0.319
H: 3.286 0.124 -0.807

Properties
HOMO-LUMO gap (eV): 7.75
Net charge: +1
LUMO energy (Ha): -0.1636
Energy relative to the best compared isomer or geometry (same formula, charge and spin) (eV): 0.000

Here are the natural (NBO) charges for atoms 1 to 6, given in e:
1. C -0.73
2. C 0.81
3. O -0.56
4. O -0.54
5. C -0.07
6. C -0.46

---

[2]
Below is a cluster of 2 separate species, C3H9NO2 in total, with properties calculated with ωB97M-V with the def2-TZVPD basis set.

Cartesian coordinates (Å):
C: -0.344 -0.763 1.571
N: -0.788 0.138 0.501
C: -0.691 -0.579 -0.773
C: -1.096 0.262 -1.929
O: -0.341 0.674 -2.780
H: -1.051 -1.587 1.594
H: -0.398 -0.217 2.508
H: 0.657 -1.177 1.441
H: -0.069 0.849 0.431
H: 0.335 -0.926 -0.951
H: -1.332 -1.464 -0.778
H: -2.153 0.542 -2.093
O: 2.343 1.039 0.469
H: 2.455 1.697 1.146
H: 2.472 1.510 -0.356

Properties
HOMO-LUMO gap (eV): 10.09
Net charge: 0
LUMO energy (Ha): 0.0247
Energy relative to the best compared isomer or geometry (same formula, charge and spin) (eV): 1.812

Here are the natural (NBO) charges for atoms 1 to 6, given in e:
1. C -0.42
2. N -0.60
3. C -0.34
4. C 0.43
5. O -0.52
6. H 0.19

---

[3]
Below is an isolated molecule of C3H8N2O, with properties calculated with ωB97M-V with the def2-TZVPD basis set.

Cartesian coordinates (Å):
C: 0.510 0.628 2.270
N: 0.276 0.896 0.866
C: -0.199 -0.152 0.090
O: -0.519 -1.235 0.550
N: -0.229 0.148 -1.258
C: -0.445 -0.936 -2.199
H: -0.377 0.269 2.801
H: 0.885 1.539 2.741
H: 1.282 -0.139 2.355
H: -0.101 1.804 0.642
H: 0.453 0.838 -1.537
H: -0.800 -0.529 -3.150
H: 0.464 -1.526 -2.383
H: -1.201 -1.606 -1.788

Properties
HOMO-LUMO gap (eV): 10.40
Net charge: 0
LUMO energy (Ha): 0.0339
Energy relative to the best compared isomer or geometry (same formula, charge and spin) (eV): 0.326

Here are the natural (NBO) charges for atoms 1 to 6, given in e:
1. C -0.41
2. N -0.66
3. C 0.78
4. O -0.64
5. N -0.64
6. C -0.42

---

[4]
Below is a structure of composition C4H14N2O2, with properties calculated with ωB97M-V with the def2-TZVPD basis set.

Cartesian coordinates (Å):
C: 2.393 1.328 0.334
C: 1.946 -0.959 0.025
O: 2.300 0.263 -0.595
H: 2.696 -1.264 0.769
H: 0.971 -0.881 0.518
H: 2.656 2.222 -0.231
H: 3.178 1.139 1.080
H: 1.440 1.484 0.853
H: 1.898 -1.713 -0.761
C: -2.278 0.656 0.977
C: -0.998 1.298 -0.912
N: -1.070 0.919 0.473
N: -1.274 -2.660 -0.465
O: -1.457 -1.427 0.049
H: -1.190 -2.636 -1.478
H: -0.476 -3.133 -0.045
H: -1.871 0.992 -1.504
H: -3.169 1.013 0.441
H: -2.345 -0.706 0.714
H: -2.346 0.771 2.058
H: -0.078 0.903 -1.343
H: -0.925 2.393 -0.959

Properties
HOMO-LUMO gap (alpha / beta) (eV): 8.00 / 7.64
Net charge: 0
LUMO energy (alpha / beta) (Ha): -0.0170 / -0.0220
Energy relative to the best compared isomer or geometry (same formula, charge and spin) (eV): 6.602

Here are the natural (NBO) charges for atoms 1 to 6, given in e:
1. C -0.26
2. C -0.26
3. O -0.55
4. H 0.16
5. H 0.19
6. H 0.19